# 1
The following is a DFT calculation (the ωB97M-V functional and the def2-TZVPD basis) of a structure of composition C13H39BBrO7PS6 at a distorted geometry.

```
68
C13H39BBrO7PS6 (the ωB97M-V functional and the def2-TZVPD basis)
O -1.417 -1.984 0.053
P -0.722 -0.806 -0.765
O -0.529 -1.433 -2.218
S 0.949 -0.299 0.045
B -1.787 0.794 -0.819
C -3.252 0.980 -0.350
C -3.823 0.016 0.706
C -4.522 -1.169 0.082
Br -4.947 -2.500 1.426
H -1.184 -1.923 0.990
H -1.352 -1.790 -2.575
H -1.201 1.715 -1.280
H -3.336 2.001 0.023
H -3.876 0.957 -1.250
H -4.544 0.556 1.318
H -3.048 -0.322 1.387
H -3.909 -1.669 -0.659
H -5.467 -0.881 -0.359
C 5.170 3.674 -1.089
S 4.232 3.103 -2.509
O 3.037 3.982 -2.608
C 3.682 1.563 -1.774
H 5.567 4.657 -1.331
H 4.507 3.742 -0.226
H 5.990 2.984 -0.896
H 3.123 1.774 -0.863
H 4.547 0.934 -1.562
H 3.034 1.063 -2.489
C 1.970 -0.561 3.247
S 0.609 -1.298 4.151
O -0.564 -1.260 3.229
C 0.390 0.034 5.333
H 2.170 -1.226 2.411
H 1.670 0.415 2.869
H 2.857 -0.484 3.877
H 0.197 0.965 4.799
H 1.288 0.120 5.944
H -0.460 -0.217 5.964
C -0.362 -7.287 1.034
S -1.385 -5.919 0.478
O -2.193 -6.424 -0.660
C -0.054 -4.949 -0.226
H -1.022 -8.031 1.472
H 0.165 -7.713 0.180
H 0.342 -6.931 1.785
H 0.470 -5.528 -0.986
H 0.634 -4.647 0.564
H -0.501 -4.065 -0.666
C -5.683 -1.519 4.125
S -4.217 -1.000 5.022
O -4.650 0.033 5.999
C -3.457 -0.132 3.654
H -6.325 -2.050 4.824
H -6.200 -0.639 3.741
H -5.392 -2.183 3.311
H -4.134 0.648 3.301
H -3.222 -0.841 2.862
H -2.533 0.307 4.014
C 5.153 6.254 -7.226
S 5.281 4.639 -6.447
O 5.325 3.639 -7.544
C 3.619 4.618 -5.779
H 6.090 6.443 -7.745
H 4.329 6.245 -7.939
H 4.995 7.013 -6.460
H 2.901 4.732 -6.591
H 3.507 5.416 -5.046
H 3.470 3.664 -5.285
```

Values from the calculation:
- LUMO (eV) = -0.792
- total charge = 0

---

# 2
The following is a DFT calculation (the ωB97M-V functional and the def2-TZVPD basis) of a structure of composition C13H39FN3O5PSSi2 at a distorted geometry.

```
65
C13H39FN3O5PSSi2 (the ωB97M-V functional and the def2-TZVPD basis)
C 6.714 -2.208 0.668
C 6.458 -2.771 -0.791
C 4.928 -2.452 -1.133
O 4.655 -3.092 -2.402
Si 3.480 -2.283 -3.336
O 1.907 -2.988 -3.163
C 1.760 -3.665 -1.902
C 0.221 -3.796 -1.498
O 3.480 -0.584 -3.176
Si 2.216 0.033 -2.197
N 2.868 0.277 -0.552
F 1.860 1.602 -2.757
P 4.045 -2.686 -5.471
S 5.044 -1.123 -6.164
H 6.050 -1.295 0.778
H 6.422 -2.908 1.495
H 7.780 -1.872 0.810
H 6.708 -3.855 -0.920
H 7.063 -2.117 -1.489
H 4.313 -2.916 -0.304
H 4.851 -1.334 -1.144
H 2.171 -4.708 -1.879
H 2.222 -3.039 -1.077
H 0.107 -3.986 -0.391
H -0.331 -2.832 -1.703
H -0.290 -4.593 -2.109
H 1.000 -0.769 -2.176
H 2.522 -0.441 0.084
H 2.651 1.216 -0.214
H 4.959 -3.785 -5.515
H 2.892 -2.857 -6.296
C -0.959 2.732 -2.087
C -2.054 2.315 -1.109
C -3.338 3.160 -1.220
O -3.243 4.456 -0.644
C -2.603 5.421 -1.459
N -1.511 2.338 0.254
H -0.432 3.632 -1.769
H -0.209 1.944 -2.173
H -1.369 2.909 -3.085
H -2.325 1.281 -1.350
H -4.127 2.649 -0.661
H -3.685 3.226 -2.259
H -2.813 5.266 -2.522
H -1.525 5.412 -1.283
H -2.973 6.406 -1.173
H -2.211 1.962 0.891
H -1.434 3.315 0.532
C -4.680 2.149 4.459
C -4.954 0.894 3.635
C -5.107 -0.382 4.484
O -3.885 -0.910 4.980
C -3.388 -0.265 6.139
N -3.898 0.747 2.626
H -3.645 2.211 4.797
H -4.870 3.043 3.860
H -5.331 2.194 5.335
H -5.903 1.052 3.114
H -5.524 -1.165 3.843
H -5.822 -0.235 5.302
H -4.192 0.070 6.801
H -2.752 0.579 5.861
H -2.765 -0.977 6.683
H -4.137 -0.029 2.013
H -3.061 0.423 3.108
```

Values from the calculation:
- LUMO (eV) = 0.430
- energy relative to the best compared isomer or geometry (same formula, charge and spin) (kcal/mol) = 44.7
- total charge = 0

---

# 3
The following is a DFT calculation (the ωB97M-V functional and the def2-TZVPD basis) of a structure of composition C13H40AsGePdSSi3 at a distorted geometry.

```
60
C13H40AsGePdSSi3 (the ωB97M-V functional and the def2-TZVPD basis)
Pd 0.000 0.000 0.000
C -3.072 0.615 1.613
As -1.481 1.420 2.442
C -0.797 2.991 1.478
C -1.763 1.804 4.351
S 0.000 0.000 2.369
H -3.908 1.344 1.638
H -3.359 -0.298 2.174
H -2.845 0.348 0.561
H -1.560 3.796 1.499
H -0.581 2.714 0.426
H 0.133 3.349 1.966
H -2.557 2.571 4.458
H -0.820 2.183 4.795
H -2.072 0.875 4.873
C 5.040 -0.288 -2.370
Si 3.182 -0.181 -2.231
C 2.421 -1.698 -3.008
C 2.586 1.292 -3.208
Ge 2.534 0.000 0.000
Si 3.182 -1.841 1.273
C 5.039 -1.908 1.434
C 2.586 -3.424 0.485
C 2.421 -1.757 2.975
Si 3.182 2.023 0.958
C 5.040 2.196 0.936
C 2.422 3.455 0.033
C 2.586 2.132 2.723
H 5.324 -0.370 -3.439
H 5.402 -1.183 -1.826
H 5.499 0.622 -1.938
H 2.710 -1.742 -4.078
H 1.316 -1.642 -2.927
H 2.787 -2.610 -2.504
H 2.863 1.158 -4.274
H 3.069 2.212 -2.830
H 1.484 1.376 -3.120
H 5.499 -1.989 0.430
H 5.323 -2.793 2.040
H 5.402 -0.990 1.937
H 3.068 -3.557 -0.501
H 1.483 -3.389 0.368
H 2.862 -4.280 1.134
H 2.786 -0.864 3.513
H 2.710 -2.661 3.548
H 1.316 -1.714 2.886
H 5.402 2.172 -0.110
H 5.499 1.367 1.509
H 5.324 3.163 1.400
H 2.788 3.474 -1.008
H 2.711 4.403 0.530
H 1.317 3.356 0.040
H 3.068 1.345 3.330
H 1.484 2.014 2.751
H 2.863 3.122 3.140
C 0.000 2.089 0.000
H 0.170 2.459 1.032
H -0.979 2.459 -0.368
H 0.809 2.459 -0.664
H -1.692 0.000 0.000
```

Values from the calculation:
- LUMO (spin up / spin down) (eV) = 0.058 / -1.195
- 2S+1 = 4
- total charge = 0

---

# 4
The following is a DFT calculation (the ωB97M-V functional and the def2-TZVPD basis) of a cluster of 4 separate species, C13H40BO14P4 in total at a distorted geometry.

```
72
C13H40BO14P4 (the ωB97M-V functional and the def2-TZVPD basis)
C -2.547 -1.389 2.982
C -1.812 -1.819 1.582
C -2.381 -1.075 0.237
O -2.823 0.314 0.429
P -1.544 1.345 1.011
B 0.137 1.130 0.120
C 1.461 0.703 1.054
O 0.408 1.337 -1.318
H -3.244 -2.290 3.333
H -3.207 -0.425 2.927
H -1.697 -1.306 3.814
H -0.628 -1.743 1.710
H -2.025 -2.983 1.433
H -3.347 -1.691 -0.097
H -1.623 -1.198 -0.677
H -1.416 1.276 2.472
H -1.971 2.726 0.745
H 2.360 0.302 0.401
H 1.835 1.725 1.531
H 1.164 -0.028 1.936
H 0.005 0.619 -1.889
C -0.692 1.845 -6.660
O 0.429 2.615 -7.054
P 1.710 2.618 -5.892
O 2.398 3.759 -6.647
O 2.259 1.173 -6.464
C 2.444 1.005 -7.861
O 2.992 2.620 -4.730
C 2.537 2.820 -3.408
H -1.387 1.781 -7.501
H -0.385 0.834 -6.380
H -1.190 2.327 -5.816
H 2.564 1.956 -8.387
H 1.584 0.468 -8.271
H 3.341 0.402 -8.024
H 1.852 2.019 -3.128
H 2.030 3.786 -3.331
H 3.396 2.812 -2.732
C -6.934 -7.184 1.765
O -5.774 -6.373 1.796
P -5.590 -5.484 3.268
O -4.482 -4.644 2.626
O -4.924 -6.800 4.003
C -3.874 -7.501 3.353
O -5.405 -4.595 4.741
C -6.603 -3.979 5.167
H -6.900 -7.812 0.871
H -6.976 -7.830 2.647
H -7.824 -6.552 1.728
H -3.357 -6.888 2.609
H -4.288 -8.389 2.869
H -3.150 -7.820 4.106
H -7.366 -4.738 5.344
H -6.950 -3.275 4.407
H -6.412 -3.437 6.096
C 6.444 4.353 -0.877
O 5.220 3.940 -0.298
P 5.295 3.749 1.419
O 3.936 3.044 1.404
O 5.071 5.368 1.630
C 4.013 6.017 0.941
O 5.370 3.557 3.137
C 6.523 2.861 3.564
H 6.274 4.585 -1.931
H 6.824 5.248 -0.377
H 7.178 3.547 -0.799
H 3.224 5.325 0.634
H 4.420 6.520 0.060
H 3.578 6.770 1.602
H 7.417 3.408 3.263
H 6.536 1.860 3.128
H 6.503 2.777 4.653
```

Values from the calculation:
- LUMO (eV) = -4.968
- total charge = +1